(1)
{
  "formula": "C7H15HgN2Se",
  "method": "ωB97M-V with the def2-TZVPD basis set",
  "species": ["C", "Hg", "N", "N", "H", "H", "H", "H", "H", "H", "H", "H", "H", "H", "Se", "C", "C", "C", "C", "C", "C", "H", "H", "H", "H", "H"],
  "xyz": [[0.910850, 0.859854, -1.695608], [-0.376150, -0.729946, -1.826308], [-1.911650, -2.406346, -1.842308], [-0.406450, -0.469146, -4.075608], [-2.858850, -2.089446, -1.590808], [0.844050, -1.597646, -1.528908], [1.470750, 0.878654, -0.749408], [0.257650, 1.754854, -1.751508], [1.624750, 0.864754, -2.538808], [-1.317050, -0.243046, -4.500908], [-0.064650, -1.304046, -4.571208], [0.228150, 0.294654, -4.349108], [-2.010650, -2.932446, -2.720508], [-1.656850, -3.099946, -1.126408], [-0.597350, -1.275146, 0.687592], [0.039950, 0.029154, 1.935992], [-0.814750, 1.042154, 2.391692], [-0.385450, 1.921154, 3.391192], [0.894550, 1.786754, 3.940092], [1.748150, 0.776054, 3.487192], [1.320450, -0.103046, 2.486192], [-1.815950, 1.130654, 1.989192], [-1.050550, 2.694954, 3.752592], [1.220550, 2.457154, 4.724792], [2.733150, 0.661954, 3.921892], [1.973350, -0.902546, 2.158992]],
  "atomic_forces_ev_per_a": [[0.46, 3.60, -0.19], [-1.91, 1.05, 0.25], [-2.07, -1.26, -0.36], [-0.52, 0.05, -3.64], [0.43, -0.18, 0.00], [3.82, -3.74, -0.03], [-0.30, -0.16, -0.29], [0.94, 0.29, 0.07], [-0.22, 0.01, 0.26], [0.46, -0.04, 0.09], [-0.13, 0.43, 0.29], [-0.33, -0.39, 0.44], [0.14, 0.25, 0.38], [0.15, 0.61, -0.30], [-0.54, -0.45, 3.05], [-0.73, -0.65, -0.27], [0.61, 0.54, 0.60], [0.31, -0.50, -0.33], [-0.03, -0.13, -0.12], [-0.63, -0.01, -0.34], [0.07, 0.63, 0.52], [0.07, -0.08, -0.07], [-0.03, 0.07, 0.03], [0.02, 0.06, 0.04], [0.06, 0.01, 0.01], [-0.10, 0.00, -0.11]],
  "lowdin_charge": [-0.447, 0.475, -0.114, -0.092, 0.027, -0.193, -0.040, -0.071, -0.057, 0.026, 0.029, 0.032, 0.032, 0.003, 0.395, -0.691, -0.161, -0.125, -0.144, -0.122, -0.160, 0.078, 0.081, 0.075, 0.083, 0.084],
  "relative_energy_kj_mol": 443.7,
  "total_charge": -1
}



(2)
{
  "formula": "C7H15KO3S",
  "method": "ωB97M-V with the def2-TZVPD basis set",
  "species": ["K", "C", "C", "C", "O", "H", "H", "H", "H", "H", "H", "H", "C", "C", "C", "S", "O", "O", "C", "H", "H", "H", "H", "H", "H", "H", "H"],
  "xyz": [[-1.055992, -1.018059, 3.642337], [3.337561, 0.025569, 3.002031], [2.008711, 0.515960, 2.503320], [1.466114, -0.379483, 1.341812], [1.241097, 0.876098, 3.591839], [3.936180, 0.863074, 3.360279], [3.945653, -0.382881, 2.194872], [3.196640, -0.748637, 3.756241], [2.282467, 1.462148, 2.036542], [1.149845, -1.375559, 1.651492], [2.124516, -0.636072, 0.511895], [0.668625, 0.088021, 0.764254], [-1.251200, 0.885624, -2.776024], [-1.586890, -0.560723, -3.073885], [-1.356383, -1.296096, -1.777347], [-2.312601, -0.213248, -0.433236], [-1.664818, -0.355450, 0.925133], [-3.746590, -0.213300, -0.770254], [-1.660356, 1.333071, -1.328708], [-1.936484, 1.384125, -3.461579], [-0.205563, 1.029161, -3.048322], [-1.005245, -0.819800, -3.958580], [-2.608302, -0.547128, -3.454176], [-0.283804, -1.237585, -1.592315], [-1.694297, -2.328604, -1.688733], [-0.708859, 1.447167, -0.809326], [-2.280026, 2.202608, -1.109563]],
  "atomic_forces_ev_per_a": [[0.84, 0.85, -0.32], [0.99, -0.63, -0.44], [0.31, 1.21, 0.36], [-0.41, 0.06, -0.19], [-1.61, -1.66, -0.61], [-0.25, -0.09, 0.57], [0.13, -0.33, -0.25], [0.12, 0.06, 0.23], [0.01, 0.45, -0.98], [-0.43, -0.24, 0.46], [1.04, 0.29, 0.30], [-0.47, 0.14, 0.61], [-1.73, 1.07, -0.09], [-0.96, 0.19, 0.13], [-0.65, -0.21, 0.68], [2.07, 1.10, -1.93], [-2.41, -0.08, -2.66], [1.46, -0.78, 1.43], [1.73, -1.73, 0.93], [0.68, 0.76, -0.18], [-0.10, 0.63, 0.52], [0.36, -0.69, 0.44], [-0.26, -0.64, 0.49], [-0.06, -0.02, 0.72], [-0.12, 0.13, -0.04], [-0.07, 0.41, 0.34], [-0.19, -0.30, -0.51]],
  "lowdin_charge": [0.854, -0.112, -0.697, -0.100, -0.376, 0.069, 0.056, 0.066, 0.102, 0.046, 0.059, 0.025, -0.220, -0.262, -0.163, 0.803, -0.463, -0.354, -0.167, 0.110, 0.118, 0.121, 0.112, 0.099, 0.095, 0.078, 0.101],
  "relative_energy_kj_mol": 0.0
}



(3)
{
  "formula": "C7H15N",
  "method": "ωB97M-V with the def2-TZVPD basis set",
  "species": ["C", "C", "C", "N", "H", "H", "H", "H", "H", "H", "H", "H", "H", "C", "C", "C", "C", "H", "H", "H", "H", "H", "H"],
  "xyz": [[-0.359365, 0.493270, 1.376179], [-1.785123, 0.781515, 0.937430], [-2.798028, -0.204888, 1.506985], [0.528120, 1.633246, 1.086385], [0.063131, -0.364222, 0.856901], [-0.344069, 0.245804, 2.445313], [-1.789984, 0.778133, -0.156955], [-2.061845, 1.800282, 1.225250], [-2.643993, -0.313552, 2.582063], [-2.753887, -1.183305, 1.032108], [-3.804578, 0.193315, 1.370750], [1.288120, 1.695922, 1.730060], [0.021799, 2.505812, 1.159391], [1.593171, -2.449948, -0.903255], [1.721608, -1.129640, -1.066845], [1.557207, -0.467593, -2.355383], [1.668934, 0.851318, -2.512412], [1.468645, -3.111305, -1.753857], [1.775191, -2.924243, 0.051086], [1.854401, -0.531526, -0.174251], [1.426510, -1.138715, -3.196634], [1.586859, 1.258490, -3.514856], [1.787176, 1.581829, -1.725453]],
  "atomic_forces_ev_per_a": [[0.45, 0.41, 0.45], [0.27, -0.18, -0.39], [-0.14, 0.38, -0.03], [-0.54, 0.05, -0.54], [-0.32, -0.23, -0.06], [-0.13, 0.03, 0.03], [-0.20, -0.02, 0.01], [0.06, -0.02, 0.19], [-0.01, -0.13, -0.01], [0.11, -0.05, 0.04], [-0.05, -0.15, -0.05], [0.49, -0.10, 0.39], [-0.06, 0.02, 0.03], [0.66, 0.17, -0.26], [-0.68, -0.73, 0.33], [0.57, 0.35, 0.59], [-0.33, -0.12, -0.85], [-0.16, 0.02, 0.00], [-0.20, 0.03, 0.09], [0.23, 0.31, -0.17], [-0.09, 0.16, -0.16], [-0.01, 0.06, 0.04], [0.07, -0.28, 0.33]],
  "lowdin_charge": [-0.299, -0.267, -0.113, -0.007, 0.076, 0.107, 0.110, 0.102, 0.069, 0.072, 0.067, 0.053, 0.056, 0.002, -0.218, -0.197, 0.010, 0.054, 0.050, 0.079, 0.098, 0.049, 0.049],
  "smiles": "C=CC=C.CCCN",
  "relative_energy_kj_mol": 153.9
}



(4)
{
  "formula": "C7H15N",
  "method": "ωB97M-V with the def2-TZVPD basis set",
  "species": ["C", "C", "C", "C", "H", "H", "H", "H", "H", "H", "H", "H", "C", "C", "C", "N", "H", "H", "H", "H", "H", "H", "H"],
  "xyz": [[0.211199, -1.262782, 1.302788], [-0.102166, -2.473082, 0.656965], [0.883428, -3.479104, 0.295581], [-0.769080, -0.254683, 1.666003], [1.249986, -1.060542, 1.549226], [-1.141572, -2.676718, 0.412833], [0.624114, -4.419960, 0.802860], [0.824371, -3.697324, -0.776402], [1.898347, -3.196802, 0.568378], [-1.788246, -0.571458, 1.458799], [-0.563644, 0.668787, 1.100198], [-0.656907, 0.000681, 2.725087], [-1.362041, 2.915294, -0.721098], [-0.378782, 2.016681, -1.446284], [1.749643, 1.165982, -1.025477], [0.957768, 2.128011, -0.857000], [-2.363890, 2.817345, -1.140173], [-1.413806, 2.661814, 0.338428], [-1.054755, 3.956114, -0.792455], [-0.302122, 2.314660, -2.493536], [-0.718039, 0.969331, -1.433237], [1.454300, 0.249504, -1.557904], [2.761889, 1.228259, -0.633574]],
  "atomic_forces_ev_per_a": [[-0.02, 0.27, 0.08], [0.05, -0.14, -0.13], [0.29, 0.17, 0.27], [-0.34, -0.31, -0.17], [0.05, -0.11, -0.07], [-0.03, 0.12, 0.05], [-0.06, -0.06, -0.12], [-0.09, -0.10, -0.04], [-0.01, -0.02, -0.06], [-0.05, 0.04, 0.03], [0.16, 0.04, 0.14], [0.09, 0.18, 0.01], [-0.08, -0.07, -0.02], [0.11, 0.01, 0.12], [-0.05, -0.08, 0.16], [-0.12, 0.02, -0.12], [0.03, 0.01, -0.02], [-0.02, 0.03, 0.08], [0.03, 0.01, 0.00], [-0.01, 0.03, -0.01], [0.00, 0.00, -0.08], [0.08, -0.03, -0.06], [0.01, -0.01, -0.04]],
  "lowdin_spin": [0.352, 0.365, 0.077, 0.077, 0.009, 0.010, 0.028, 0.025, -0.001, -0.001, 0.030, 0.023, 0.001, 0.001, 0.002, 0.002, 0.000, 0.001, 0.000, 0.000, 0.000, 0.001, 0.000],
  "multiplicity": 2,
  "s2": 0.7521,
  "relative_energy_kj_mol": 292.8,
  "total_charge": 1
}



(5)
{
  "formula": "C7H15N2",
  "method": "ωB97M-V with the def2-TZVPD basis set",
  "species": ["C", "C", "C", "C", "C", "C", "C", "N", "N", "H", "H", "H", "H", "H", "H", "H", "H", "H", "H", "H", "H", "H", "H", "H"],
  "xyz": [[-0.167726, -0.452434, 0.002232], [1.841694, -1.272745, -0.193541], [1.201530, 0.188478, -0.094571], [1.290264, 1.149813, -1.324717], [1.697785, 0.887760, 1.155879], [-2.034564, 1.132320, 0.244049], [-2.435062, -1.203644, 0.008143], [0.450729, -1.908339, -0.111037], [-1.406822, -0.187883, 0.179537], [2.277184, -1.449304, -1.104918], [2.452384, -1.512458, 0.678839], [2.082470, 0.769112, -2.006711], [1.353900, 2.243893, -1.110687], [0.361780, 0.934971, -1.844677], [2.801274, 0.997437, 1.041499], [1.198140, 0.343536, 2.028569], [1.413755, 2.008361, 1.107129], [-2.906498, 1.018860, 0.821740], [-1.434064, 1.853615, 0.742987], [-2.207662, 1.495252, -0.765136], [-3.151284, -0.823161, 0.672394], [-2.941556, -1.360275, -0.969608], [-2.049729, -2.136084, 0.396480], [0.312086, -2.717076, 0.446118]],
  "atomic_forces_ev_per_a": [[2.51, -5.66, 1.04], [-3.00, 1.14, 2.13], [0.55, 0.38, -0.61], [0.03, -1.19, -0.39], [-1.05, 1.63, 0.32], [1.38, 0.50, -0.84], [0.14, -1.21, 0.31], [-0.24, 6.18, -1.02], [-0.11, 0.33, -1.58], [1.26, -0.65, -2.03], [0.09, 0.03, -0.30], [-0.31, 0.74, 0.48], [0.15, -1.09, 0.00], [-0.09, 0.55, -0.64], [-0.66, -0.81, 0.82], [1.62, 1.06, -0.56], [-0.16, -1.84, 0.49], [-1.18, 0.05, 0.37], [0.84, 0.45, 0.40], [-0.41, -0.04, -0.03], [-1.51, -0.35, 0.88], [1.03, 0.59, 0.25], [-0.14, -0.30, -0.14], [-0.76, -0.49, 0.68]],
  "lowdin_charge": [-0.074, -0.054, -0.452, -0.001, -0.040, 0.033, 0.017, 0.121, -0.094, 0.085, 0.126, 0.101, 0.103, 0.073, 0.112, 0.122, 0.107, 0.086, 0.098, 0.121, 0.073, 0.138, 0.098, 0.103],
  "smiles": "C[N+](C)=C1NCC1(C)C",
  "relative_energy_kj_mol": 243.2,
  "total_charge": 1
}



(6)
{
  "formula": "C7H15N2",
  "method": "ωB97M-V with the def2-TZVPD basis set",
  "species": ["C", "C", "C", "C", "C", "C", "C", "N", "N", "H", "H", "H", "H", "H", "H", "H", "H", "H", "H", "H", "H", "H", "H", "H"],
  "xyz": [[-1.017444, 0.690470, 0.094305], [-1.117354, -0.488943, 0.710504], [0.432518, 1.336092, 0.087956], [2.678886, 0.170779, 0.329884], [1.832450, -0.875035, -0.095223], [-1.910764, 1.384048, -0.841094], [-2.321723, -1.412758, 0.786484], [1.609231, -1.091388, -1.376422], [1.336680, 0.390215, 0.750972], [0.686572, 1.347783, -0.949112], [0.340283, 2.429539, 0.524354], [3.328488, 0.058809, 1.196876], [3.135167, 0.817415, -0.441164], [1.743564, -1.826119, 0.603364], [-1.424484, 2.160207, -1.295876], [-2.697761, 1.878457, -0.227200], [-2.426753, 0.707467, -1.604146], [-3.253860, -0.982755, 0.374016], [-2.598282, -1.873617, 1.802126], [-1.954121, -2.216087, 0.058198], [1.186268, -1.956079, -1.674668], [1.533929, -0.225444, -1.998535], [1.231069, 0.411345, 1.750707], [-0.352552, -0.834391, 1.433698]],
  "atomic_forces_ev_per_a": [[3.11, 8.63, -4.00], [-1.75, -9.09, 5.55], [-2.87, 0.26, 0.89], [3.35, 1.60, 0.31], [0.85, -4.25, 3.46], [-2.43, -2.47, 1.37], [0.35, -0.29, -0.62], [-1.14, 1.83, -2.93], [-1.61, 2.42, -0.14], [0.59, 0.61, -0.73], [0.92, -2.15, -0.64], [0.14, -0.26, -0.40], [-0.54, -0.11, 0.48], [0.23, 2.11, -1.65], [1.29, 1.90, -1.49], [-0.20, -0.31, -0.52], [0.52, 0.79, 0.87], [0.52, -0.15, 0.05], [0.86, 0.66, -1.46], [-1.13, 0.25, 0.98], [-0.43, 0.35, -0.06], [0.34, -2.25, 0.86], [-0.23, -0.55, 0.33], [-0.71, 0.49, -0.49]],
  "lowdin_spin": [0.721, 0.740, 0.073, 0.002, 0.009, 0.108, 0.108, 0.009, 0.004, 0.017, 0.024, 0.000, 0.001, 0.002, 0.001, 0.041, 0.030, 0.003, 0.016, 0.050, 0.001, 0.001, 0.001, 0.037],
  "multiplicity": 3,
  "s2": 2.0066,
  "relative_energy_kj_mol": 297.6,
  "total_charge": 1
}



What did the third record say?
{
  "formula": "C7H15N",
  "method": "ωB97M-V with the def2-TZVPD basis set",
  "species": ["C", "C", "C", "N", "H", "H", "H", "H", "H", "H", "H", "H", "H", "C", "C", "C", "C", "H", "H", "H", "H", "H", "H"],
  "xyz": [[-0.359365, 0.493270, 1.376179], [-1.785123, 0.781515, 0.937430], [-2.798028, -0.204888, 1.506985], [0.528120, 1.633246, 1.086385], [0.063131, -0.364222, 0.856901], [-0.344069, 0.245804, 2.445313], [-1.789984, 0.778133, -0.156955], [-2.061845, 1.800282, 1.225250], [-2.643993, -0.313552, 2.582063], [-2.753887, -1.183305, 1.032108], [-3.804578, 0.193315, 1.370750], [1.288120, 1.695922, 1.730060], [0.021799, 2.505812, 1.159391], [1.593171, -2.449948, -0.903255], [1.721608, -1.129640, -1.066845], [1.557207, -0.467593, -2.355383], [1.668934, 0.851318, -2.512412], [1.468645, -3.111305, -1.753857], [1.775191, -2.924243, 0.051086], [1.854401, -0.531526, -0.174251], [1.426510, -1.138715, -3.196634], [1.586859, 1.258490, -3.514856], [1.787176, 1.581829, -1.725453]],
  "atomic_forces_ev_per_a": [[0.45, 0.41, 0.45], [0.27, -0.18, -0.39], [-0.14, 0.38, -0.03], [-0.54, 0.05, -0.54], [-0.32, -0.23, -0.06], [-0.13, 0.03, 0.03], [-0.20, -0.02, 0.01], [0.06, -0.02, 0.19], [-0.01, -0.13, -0.01], [0.11, -0.05, 0.04], [-0.05, -0.15, -0.05], [0.49, -0.10, 0.39], [-0.06, 0.02, 0.03], [0.66, 0.17, -0.26], [-0.68, -0.73, 0.33], [0.57, 0.35, 0.59], [-0.33, -0.12, -0.85], [-0.16, 0.02, 0.00], [-0.20, 0.03, 0.09], [0.23, 0.31, -0.17], [-0.09, 0.16, -0.16], [-0.01, 0.06, 0.04], [0.07, -0.28, 0.33]],
  "lowdin_charge": [-0.299, -0.267, -0.113, -0.007, 0.076, 0.107, 0.110, 0.102, 0.069, 0.072, 0.067, 0.053, 0.056, 0.002, -0.218, -0.197, 0.010, 0.054, 0.050, 0.079, 0.098, 0.049, 0.049],
  "smiles": "C=CC=C.CCCN",
  "relative_energy_kj_mol": 153.9
}